# 1
Molecular formula: C23H37N3O2PtS
Method: DFT, ωB97M-V/def2-TZVPD

XYZ file:
```
67
C23H37N3O2PtS, DFT ωB97M-V/def2-TZVPD
Pt 1.27 1.06 0.27
C -0.91 -1.68 1.15
C -0.48 -1.96 -0.17
C 0.90 -1.63 -0.18
C 1.22 -0.84 1.07
C 0.07 -1.08 1.94
C -0.06 -0.83 3.42
C -0.69 -2.12 4.01
C 1.31 -0.61 4.08
C -0.88 0.41 3.69
C 2.00 -2.15 -1.08
C 1.75 -3.62 -1.45
C 3.36 -2.02 -0.35
C 2.17 -1.29 -2.34
C -1.52 -2.37 -1.28
C -2.21 -3.69 -0.87
C -2.56 -1.24 -1.22
C -1.14 -2.48 -2.72
H -1.87 -1.96 1.59
H 2.25 -0.98 1.39
H -0.02 -2.98 3.84
H -1.63 -2.38 3.48
H -0.89 -1.93 5.07
H 1.94 -1.51 4.09
H 1.17 -0.35 5.13
H 1.83 0.26 3.62
H -1.86 0.31 3.16
H -0.35 1.31 3.33
H -1.01 0.55 4.78
H 1.56 -4.21 -0.52
H 2.65 -4.01 -1.92
H 0.91 -3.79 -2.17
H 3.22 -2.38 0.73
H 3.67 -0.97 -0.15
H 4.06 -2.60 -0.91
H 1.31 -1.25 -2.97
H 3.05 -1.61 -2.89
H 2.42 -0.26 -2.08
H -2.69 -4.07 -1.75
H -2.96 -3.48 -0.07
H -1.48 -4.38 -0.53
H -2.84 -0.95 -0.20
H -3.47 -1.54 -1.77
H -2.16 -0.23 -1.54
H -0.66 -3.42 -3.00
H -0.55 -1.67 -3.12
H -2.12 -2.60 -3.29
O 1.25 2.70 -0.89
N 1.03 3.86 -0.26
C 1.13 4.96 -1.08
C 0.77 6.17 -0.54
C 0.16 6.22 0.73
C 0.23 5.11 1.55
C 0.75 3.88 1.05
S 1.06 2.52 2.07
H 1.62 4.77 -2.02
H 0.94 7.13 -1.04
H -0.13 7.12 1.23
H -0.10 5.18 2.58
N -1.13 1.94 -2.57
C -1.93 3.05 -2.39
N -2.87 3.17 -3.44
O -1.82 3.82 -1.43
H -1.10 1.57 -3.55
H -0.20 2.09 -2.15
H -3.02 2.30 -3.98
H -3.70 3.67 -3.16
```

## Properties
Charge: +2
ΔE to the lowest compared entry with this formula, charge and spin: 114.8 kJ/mol
LUMO energy (spin up / spin down): -6.643 / -10.127 eV
Kohn-Sham gap (spin up / spin down): 7.60 / 5.11 eV
Highest occupied orbital energy (spin up / spin down): -14.24 / -15.23 eV
Multiplicity: 5

Mulliken atomic charge list, values in e, 5 entries:
1 Pt 0.754
2 C -0.144
3 C -0.365
4 C -1.016
5 C 0.050

***

# 2
Molecular formula: C36H52BrN3OP2V
Method: DFT, ωB97M-V/def2-TZVPD

XYZ file:
```
96
C36H52BrN3OP2V, DFT ωB97M-V/def2-TZVPD
N -7.17 5.54 -6.75
C -6.95 6.12 -5.56
C -6.10 5.55 -4.60
C -5.49 4.31 -4.89
C -5.78 3.69 -6.11
C -6.61 4.36 -7.02
C -4.57 3.71 -3.94
V -0.61 -0.08 -0.12
P 5.97 -0.90 -1.08
C -3.68 2.74 -4.26
C -2.74 2.21 -3.31
C -1.56 1.56 -3.76
C -0.57 1.14 -2.86
C -0.76 1.44 -1.50
C -1.98 1.97 -1.00
C -2.96 2.36 -1.92
Br 1.86 -0.12 0.06
H -4.58 4.14 -2.94
H -3.56 2.45 -5.31
H -5.90 6.08 -3.67
H -5.38 2.71 -6.35
H -7.45 7.07 -5.37
H -6.79 3.92 -8.00
H -1.44 1.41 -4.84
H -3.91 2.76 -1.55
H 0.33 0.62 -3.23
H -2.16 2.12 0.07
P -0.74 -2.28 -1.06
C 5.45 0.85 -0.86
C 6.53 1.85 -1.31
H 5.22 0.99 0.21
H 4.52 0.99 -1.43
H 6.30 2.85 -0.92
H 7.53 1.57 -0.96
H 6.56 1.94 -2.41
C 5.27 -1.33 -2.72
C 5.93 -2.51 -3.45
H 5.39 -0.41 -3.32
H 4.19 -1.51 -2.57
H 5.57 -2.53 -4.48
H 7.02 -2.41 -3.48
H 5.67 -3.47 -2.99
C 5.01 -1.93 0.10
C 5.77 -2.04 1.43
H 4.87 -2.93 -0.35
H 4.02 -1.48 0.24
H 5.24 -2.70 2.13
H 6.77 -2.45 1.26
H 5.88 -1.06 1.92
C -0.56 -3.62 0.16
C -1.68 -4.66 0.16
H -0.44 -3.14 1.15
H 0.41 -4.09 -0.07
H -2.61 -4.26 0.58
H -1.88 -5.03 -0.85
H -1.39 -5.52 0.78
C 0.47 -2.59 -2.35
C -0.01 -2.49 -3.80
H 0.85 -3.60 -2.14
H 1.28 -1.88 -2.14
H -0.74 -3.28 -4.02
H -0.46 -1.52 -4.03
H 0.85 -2.64 -4.46
C -2.39 -2.19 -1.82
C -3.41 -1.67 -0.81
H -2.64 -3.20 -2.22
H -2.32 -1.52 -2.70
H -4.07 -0.93 -1.28
H -4.03 -2.50 -0.45
H -2.95 -1.18 0.06
C -0.05 1.69 6.12
N -0.06 1.73 4.67
N -0.99 1.13 3.91
C -0.61 1.18 2.59
O -1.21 0.47 1.72
C 0.56 2.01 2.57
C 0.87 2.29 3.87
C 1.99 3.10 4.40
C -2.09 0.41 4.45
C -2.91 0.99 5.42
C -4.05 0.30 5.83
C -4.31 -0.99 5.34
C -3.46 -1.55 4.38
C -2.36 -0.85 3.91
H 0.94 1.36 6.47
H -0.80 1.00 6.50
H -0.27 2.69 6.51
H 1.09 2.30 1.68
H 1.64 4.01 4.92
H 2.62 2.53 5.09
H 2.63 3.44 3.57
H -2.64 1.94 5.87
H -4.75 0.78 6.52
H -5.18 -1.54 5.70
H -3.67 -2.56 3.98
H -1.71 -1.27 3.15
```

## Properties
Charge: +2
ΔE to the lowest compared entry with this formula, charge and spin: 0.0 kJ/mol
LUMO energy (spin up / spin down): -5.004 / -8.421 eV
Kohn-Sham gap (spin up / spin down): 6.76 / 3.44 eV
Highest occupied orbital energy (spin up / spin down): -11.77 / -11.86 eV
Multiplicity: 4

Mulliken atomic charge list, values in e, 5 entries:
1 N -0.580
2 C -0.307
3 C -0.509
4 C 0.701
5 C -0.464

***

# 3
Molecular formula: C42H49Br2HgN8P
Method: DFT, ωB97M-V/def2-TZVPD

XYZ file:
```
103
C42H49Br2HgN8P, DFT ωB97M-V/def2-TZVPD
Hg -0.10 -0.84 0.87
C -0.53 3.33 3.61
C -0.66 1.98 3.37
N 0.28 1.29 2.74
C 1.38 1.96 2.32
C 1.43 3.35 2.49
N 0.50 4.03 3.14
C 2.44 1.15 1.74
C 3.68 1.67 1.40
C 4.69 0.85 0.85
C 4.38 -0.53 0.81
C 3.14 -0.99 1.19
N 2.15 -0.16 1.59
C 2.82 -2.41 1.26
C 3.55 -3.42 0.63
N 3.30 -4.71 0.82
C 2.30 -5.01 1.65
C 1.51 -4.02 2.20
N 1.75 -2.73 2.02
C 5.94 1.38 0.35
C 6.15 2.76 0.17
C 7.32 3.21 -0.38
N 8.32 2.43 -0.78
C 8.14 1.12 -0.60
C 7.01 0.56 -0.05
H -1.27 3.89 4.18
H -1.53 1.43 3.70
H 2.24 3.94 2.08
H 3.88 2.72 1.58
H 5.12 -1.25 0.48
H 4.35 -3.20 -0.07
H 2.13 -6.06 1.83
H 0.68 -4.27 2.85
H 5.39 3.48 0.44
H 7.50 4.27 -0.52
H 8.97 0.50 -0.92
H 6.96 -0.52 0.06
Br -2.02 -1.53 3.54
C -0.81 -1.83 5.05
Br 0.97 -1.13 4.80
H -0.74 -2.90 5.22
H -1.25 -1.32 5.91
C -2.95 -5.20 0.87
C -3.05 -5.26 -0.51
C -2.13 -4.58 -1.28
C -1.11 -3.84 -0.64
N -1.07 -3.74 0.69
C -1.95 -4.40 1.41
C -0.05 -3.17 -1.40
C 0.35 -3.71 -2.63
C 1.32 -3.09 -3.39
C 1.95 -1.96 -2.90
C 1.60 -1.46 -1.66
C 0.57 -2.01 -0.89
H -3.63 -5.74 1.52
H -3.83 -5.85 -0.98
H -2.20 -4.60 -2.35
H -1.86 -4.30 2.48
H -0.09 -4.63 -2.98
H 1.58 -3.50 -4.35
H 2.70 -1.45 -3.49
H 2.13 -0.58 -1.30
C -3.87 3.86 -0.84
C -2.89 3.04 -0.01
C -1.60 3.85 0.14
C -3.45 2.82 1.39
P -2.29 1.30 -0.65
N -1.68 0.53 0.51
C -1.17 1.64 -2.22
C 0.23 1.99 -1.70
C -1.62 2.68 -3.24
C -1.06 0.29 -2.93
C -3.89 0.41 -1.32
C -4.90 0.51 -0.18
C -3.55 -1.08 -1.44
C -4.55 0.91 -2.60
H -4.02 4.83 -0.36
H -4.84 3.38 -0.92
H -3.49 4.04 -1.85
H -1.76 4.71 0.79
H -1.25 4.22 -0.82
H -0.83 3.22 0.59
H -3.24 3.67 2.03
H -2.98 1.94 1.82
H -4.53 2.68 1.39
H 0.35 3.05 -1.52
H 0.98 1.68 -2.43
H 0.43 1.46 -0.77
H -1.56 3.69 -2.85
H -2.62 2.49 -3.59
H -0.95 2.63 -4.10
H -0.92 -0.51 -2.21
H -0.20 0.29 -3.60
H -1.94 0.09 -3.53
H -4.40 0.27 0.76
H -5.71 -0.21 -0.33
H -5.34 1.50 -0.11
H -2.94 -1.37 -0.58
H -3.01 -1.32 -2.35
H -4.47 -1.67 -1.43
H -4.75 1.97 -2.56
H -5.50 0.39 -2.74
H -3.94 0.70 -3.48
```

## Properties
Charge: -1
LUMO energy (spin up / spin down): 2.032 / 2.029 eV
Kohn-Sham gap (spin up / spin down): 4.30 / 6.65 eV
Highest occupied orbital energy (spin up / spin down): -2.27 / -4.62 eV
Multiplicity: 2

Mulliken atomic charge list, values in e, 5 entries:
1 Hg 1.359
2 C -0.722
3 C -0.153
4 N 0.488
5 C -0.083

***

# 4
Molecular formula: C59H73N7O15S2
Method: DFT, ωB97M-V/def2-TZVPD

XYZ file:
```
156
C59H73N7O15S2, DFT ωB97M-V/def2-TZVPD
C -5.49 1.53 4.31
C -4.31 2.28 4.93
C -3.04 1.43 4.99
C -1.96 1.90 4.03
C -0.94 0.82 3.64
C 0.42 0.92 4.36
C 1.59 0.82 3.38
C 1.69 -0.57 2.76
N 3.09 -1.03 2.71
C 3.52 -1.46 4.06
C 5.01 -1.52 4.27
C 5.35 -1.94 5.71
C 6.17 -3.23 5.73
C 6.25 -3.88 7.11
C 5.39 -5.14 7.31
C 5.44 -6.15 6.18
C 6.81 -6.76 5.98
C 3.33 -2.03 1.75
S 4.76 -2.11 0.98
S 2.12 -3.23 1.26
C 1.32 -3.86 2.76
C 0.55 -5.13 2.35
C 1.11 -6.42 2.98
C 2.28 -7.05 2.27
C 3.51 -6.18 2.01
O 4.59 -7.11 2.21
C 4.18 -7.85 3.29
O 4.92 -8.30 4.18
O 2.84 -8.01 3.21
H -5.89 0.80 5.02
H -5.18 0.99 3.42
H -6.29 2.21 4.07
H -4.15 3.19 4.35
H -4.61 2.60 5.92
H -3.30 0.39 4.84
H -2.65 1.52 6.01
H -1.44 2.73 4.51
H -2.43 2.31 3.14
H -0.82 0.81 2.57
H -1.38 -0.14 3.91
H 0.49 1.87 4.89
H 0.50 0.09 5.06
H 1.40 1.55 2.60
H 2.52 1.10 3.87
H 1.10 -1.26 3.35
H 1.29 -0.53 1.75
H 3.13 -2.47 4.23
H 3.09 -0.77 4.78
H 5.49 -0.58 4.00
H 5.46 -2.26 3.61
H 5.90 -1.15 6.20
H 4.44 -2.08 6.29
H 5.76 -3.90 4.98
H 7.17 -2.98 5.40
H 5.92 -3.15 7.85
H 7.29 -4.10 7.37
H 5.77 -5.64 8.20
H 4.37 -4.84 7.53
H 5.07 -5.76 5.23
H 4.76 -6.96 6.44
H 6.73 -7.65 5.36
H 7.26 -7.07 6.91
H 7.49 -6.08 5.46
H 0.62 -3.14 3.17
H 2.03 -4.11 3.54
H 0.54 -5.19 1.27
H -0.48 -5.03 2.65
H 1.34 -6.27 4.02
H 0.30 -7.15 2.94
H 2.02 -7.55 1.34
H 3.58 -5.71 1.04
H 3.66 -5.38 2.74
C -4.63 3.43 -1.65
C -5.42 2.86 -0.66
C -4.94 1.80 0.09
C -3.66 1.34 -0.16
C -2.86 1.89 -1.14
C -3.35 2.94 -1.89
N -3.11 0.24 0.66
O -3.82 -0.23 1.52
O -1.97 -0.11 0.44
H -5.01 4.26 -2.23
H -6.42 3.24 -0.48
H -5.54 1.35 0.87
H -1.87 1.50 -1.33
H -2.74 3.38 -2.66
C 2.08 3.45 0.94
C 2.83 3.50 -0.23
C 2.22 3.86 -1.42
C 0.87 4.17 -1.41
C 0.11 4.12 -0.26
C 0.73 3.75 0.93
N 0.22 4.56 -2.67
O 0.90 4.56 -3.68
O -0.96 4.85 -2.61
H 2.56 3.16 1.87
H 3.88 3.25 -0.21
H 2.79 3.90 -2.33
H -0.94 4.36 -0.28
H 0.15 3.71 1.84
C 6.49 -8.02 -0.59
C 6.23 -9.17 0.15
C 6.53 -10.42 -0.38
C 7.10 -10.49 -1.64
C 7.36 -9.36 -2.39
C 7.05 -8.12 -1.85
N 7.43 -11.81 -2.19
O 7.17 -12.79 -1.52
O 7.95 -11.84 -3.29
H 6.26 -7.05 -0.17
H 5.79 -9.09 1.13
H 6.33 -11.32 0.19
H 7.80 -9.44 -3.37
H 7.25 -7.22 -2.42
C -0.95 5.10 -7.39
C -1.30 5.26 -6.06
C -2.62 5.51 -5.71
C -3.56 5.61 -6.72
C -3.23 5.47 -8.05
C -1.91 5.22 -8.39
N -4.96 5.86 -6.36
O -5.24 5.97 -5.18
O -5.77 5.93 -7.26
H 0.08 4.90 -7.66
H -0.56 5.16 -5.28
H -2.89 5.64 -4.68
H -3.99 5.56 -8.82
H -1.64 5.10 -9.43
C -7.06 11.39 -7.14
C -5.92 12.17 -7.04
C -4.73 11.60 -6.60
C -4.71 10.26 -6.27
C -5.84 9.47 -6.36
C -7.02 10.04 -6.80
N -3.45 9.66 -5.83
O -2.48 10.38 -5.73
O -3.45 8.47 -5.59
H -7.99 11.83 -7.48
H -5.95 13.21 -7.30
H -3.84 12.20 -6.52
H -5.81 8.42 -6.09
H -7.92 9.43 -6.87
C -8.12 2.03 -6.13
C -6.87 2.64 -6.04
C -5.77 1.92 -5.60
C -5.95 0.59 -5.27
C -7.18 -0.03 -5.35
C -8.27 0.70 -5.79
N -4.79 -0.20 -4.81
O -3.71 0.35 -4.72
O -4.99 -1.36 -4.55
H -8.97 2.60 -6.48
H -6.76 3.68 -6.30
H -4.80 2.39 -5.52
H -7.29 -1.07 -5.08
H -9.24 0.23 -5.86
```

## Properties
LUMO energy: -0.895 eV
Kohn-Sham gap: 7.66 eV
Highest occupied orbital energy: -8.55 eV
SMILES: CCCCCCCCN(CCCCCCCC)C(=S)SCCC[C@H]1COC(=O)O1.O=[N+]([O-])c1ccccc1.O=[N+]([O-])c1ccccc1.O=[N+]([O-])c1ccccc1.O=[N+]([O-])c1ccccc1.O=[N+]([O-])c1ccccc1.O=[N+]([O-])c1ccccc1

Mulliken atomic charge list, values in e, 5 entries:
1 C -1.122
2 C -0.518
3 C -0.837
4 C -0.899
5 C 0.094

***

# 5
Molecular formula: C5H4N2O
Method: DFT, ωB97M-V/def2-TZVPD

XYZ file:
```
12
C5H4N2O, DFT ωB97M-V/def2-TZVPD
C -1.48 -0.62 -0.43
C 0.35 0.10 -1.45
C 0.83 0.92 -0.32
C 0.68 0.48 0.95
C -0.10 -0.69 1.35
H 1.12 0.24 -2.23
H 1.43 1.83 -0.51
H 1.24 0.99 1.78
H 0.18 -1.09 2.30
N -0.59 -0.73 -1.56
N -1.08 -1.28 0.75
O -2.58 -0.15 -0.62
```

## Properties
ΔE to the lowest compared entry with this formula, charge and spin: 95.0 kJ/mol
LUMO energy: -0.801 eV
Kohn-Sham gap: 9.27 eV
Highest occupied orbital energy: -10.07 eV
SMILES: O=c1nccccn1

Mulliken atomic charge list, values in e, 5 entries:
1 C 0.598
2 C 0.050
3 C -0.360
4 C -0.165
5 C -0.041

***

# 6
Molecular formula: C6H23NO6V
Method: DFT, ωB97M-V/def2-TZVPD

XYZ file:
```
37
C6H23NO6V, DFT ωB97M-V/def2-TZVPD
V 0.43 -0.10 1.55
C 2.16 -0.54 4.80
O 1.57 -0.23 3.52
H 2.62 -1.53 4.78
H 2.94 0.14 5.14
H 1.51 -0.42 5.66
C 2.42 1.88 -0.53
O 1.95 1.18 0.55
H 1.82 2.79 -0.57
H 3.47 2.10 -0.32
H 2.30 1.42 -1.51
C -2.05 -1.53 -0.95
C -0.91 -0.54 -1.26
C -0.94 0.31 -2.58
O -0.81 -0.46 -3.75
C -0.90 0.36 -4.93
N -0.88 0.39 -0.21
H -2.94 -0.94 -0.74
H -1.85 -2.37 -0.28
H -2.31 -2.02 -1.89
H -0.09 -1.26 -1.27
H -0.15 1.04 -2.79
H -1.89 0.85 -2.57
H -1.65 1.14 -4.86
H -1.05 -0.11 -5.90
H 0.01 0.92 -5.17
H -0.20 1.09 -0.47
H -1.74 0.91 -0.23
O -0.91 1.79 2.08
H -1.08 2.58 2.60
H -1.59 1.79 1.40
O 1.46 -1.73 0.60
H 1.38 -2.34 -0.14
H 1.61 -2.29 1.36
O -1.13 -1.20 2.67
H -1.90 -1.77 2.71
H -0.70 -1.31 3.52
```

## Properties
ΔE to the lowest compared entry with this formula, charge and spin: 198.8 kJ/mol
LUMO energy (spin up / spin down): -0.140 / -0.142 eV
Kohn-Sham gap (spin up / spin down): 6.25 / 6.61 eV
Highest occupied orbital energy (spin up / spin down): -6.39 / -6.76 eV
Multiplicity: 4

Mulliken atomic charge list, values in e, 5 entries:
1 V 0.928
2 C -0.882
3 O -0.556
4 H 0.263
5 H 0.239

***

# 7
Molecular formula: C4H8OS
Method: DFT, ωB97M-V/def2-TZVPD

XYZ file:
```
14
C4H8OS, DFT ωB97M-V/def2-TZVPD
C -1.55 1.40 1.76
C 0.40 0.66 -0.07
C 1.18 -0.51 -0.58
C 0.89 -2.04 -0.72
H -2.68 1.68 1.73
H -1.01 2.45 1.68
H -1.39 0.85 2.71
H 0.68 1.00 1.13
H 0.69 1.54 -0.73
H 1.85 -2.45 -1.25
H 0.43 -2.31 0.15
H 0.11 -2.33 -1.44
O 2.31 -0.22 -1.09
S -1.41 0.27 0.15
```

## Properties
ΔE to the lowest compared entry with this formula, charge and spin: 237.5 kJ/mol
LUMO energy: 0.712 eV
Kohn-Sham gap: 9.88 eV
Highest occupied orbital energy: -9.16 eV
SMILES: CSCC(C)=O

Mulliken atomic charge list, values in e, 5 entries:
1 C -0.879
2 C -0.307
3 C 0.476
4 C -1.155
5 H 0.288

***

Number 4 is which compound? C59H73N7O15S2